[1]
Below is a cluster of 3 separate species, C28H39BrF9NO6S2 in total in a non-equilibrium geometry, with properties calculated with ωB97M-V with the def2-TZVPD basis set.

XYZ file:
```
86
Properties=species:S:1:pos:R:3:forces:R:3
C 2.41583 2.58721 1.44992 0.423 1.268 0.141
C 2.18455 2.59402 -0.13126 1.333 0.647 1.036
S 1.42552 1.05953 -0.83862 -0.579 0.068 0.108
C 1.04741 -0.18120 0.47882 0.760 -0.991 0.085
C 2.29677 -1.15943 0.69210 0.270 -2.350 1.302
C 2.16697 -2.43091 1.31511 0.250 1.674 -1.127
C 0.78927 -3.00797 1.85014 1.228 -0.552 0.635
C 0.13435 -2.18431 3.04828 -1.888 0.088 -0.216
C -1.43557 -2.60495 3.08511 0.543 -0.876 -0.902
C -2.24633 -1.90472 1.87439 -0.023 -0.677 0.211
C -3.58579 -2.73633 1.52675 1.573 -0.214 2.704
F -3.31634 -3.98059 0.92038 -0.769 2.635 0.626
F -4.12501 -3.07269 2.81700 0.372 0.603 -2.458
C -4.71524 -1.87335 0.81206 -2.799 -0.351 2.450
F -5.95920 -2.48705 1.13307 2.681 1.155 -0.910
F -4.82664 -0.55972 1.32505 0.665 -3.143 -0.776
S -4.63950 -1.76531 -1.05145 -1.393 1.700 -3.622
F -3.00877 -2.02887 -1.13789 -2.319 -0.066 0.430
F -5.03762 -3.35204 -1.28374 1.101 2.291 0.759
F -6.28310 -1.38049 -1.08019 2.482 -0.601 0.073
F -4.33571 -0.12348 -0.91604 -0.053 -2.228 -0.654
F -4.64095 -1.57848 -2.70176 0.127 -0.337 2.507
C 3.46984 -3.36089 1.45295 0.669 -0.514 0.621
O 3.74417 -4.00621 2.48102 -1.127 1.868 -3.017
C 4.42078 -3.35446 0.15668 -0.793 2.332 -0.818
C 5.16330 -4.64915 -0.40363 1.092 1.219 0.390
Br 4.48069 -6.35865 0.36766 0.036 0.840 -0.597
C 6.73223 -4.52938 -0.02531 0.600 0.520 0.363
C 7.71287 -4.57227 -1.28944 -0.047 0.453 0.208
C 4.55202 -2.08084 -0.46383 0.213 -2.060 0.863
C 5.39677 -1.81638 -1.78697 -1.615 0.577 -0.338
C 4.30147 -1.42689 -2.93578 -0.589 -0.272 0.871
N 3.07001 -2.29750 -2.86650 0.828 0.834 -0.072
C 3.78782 -0.82668 0.18981 0.289 0.664 0.205
O 4.33853 0.27736 0.31325 -1.496 -3.047 -0.520
H 2.33483 3.68475 1.79092 0.026 -1.584 -0.485
H 1.63876 2.02068 2.05062 1.026 0.546 -0.821
H 3.48663 2.28106 1.72762 -1.815 0.032 -0.461
H 1.61058 3.53332 -0.41951 0.472 -1.772 0.261
H 3.22377 2.70507 -0.61114 -1.575 -0.339 0.607
H 0.21145 -0.84802 0.05231 1.208 1.119 0.453
H 0.63475 0.25682 1.43924 0.769 -0.416 -1.195
H 1.01773 -4.05505 2.27026 -0.318 1.517 -0.619
H 0.07120 -3.20554 0.97280 1.009 0.661 1.241
H 0.57260 -2.40548 4.07178 -0.240 0.090 -1.495
H 0.13916 -1.05675 2.91636 0.371 -1.377 0.023
H -1.43895 -3.73416 2.86369 -0.184 1.542 0.541
H -1.91529 -2.44496 4.09860 0.523 0.002 -1.373
H -2.51793 -0.84434 2.17729 0.174 -1.329 -0.581
H -1.59731 -1.89472 0.94466 -0.866 0.119 1.114
H 5.06508 -4.73047 -1.54416 -0.122 0.114 1.813
H 6.89178 -3.51473 0.48373 -0.336 -1.471 -0.644
H 7.02359 -5.31035 0.75841 -0.550 0.971 -1.283
H 8.75907 -4.95379 -1.00901 -1.715 0.277 -0.459
H 7.88506 -3.50851 -1.68467 -0.367 -1.584 0.470
H 7.22195 -5.18947 -2.10747 0.961 0.583 0.901
H 5.94137 -2.73024 -2.17693 -0.453 1.187 0.942
H 6.05157 -0.89672 -1.66504 -0.462 -1.394 0.017
H 4.71673 -1.52220 -3.98652 -0.196 0.362 1.402
H 3.93933 -0.37511 -2.70183 0.595 -1.168 -0.657
H 2.41634 -1.88829 -2.18519 0.469 -0.665 -0.329
H 3.32510 -3.25984 -2.62096 -0.372 0.591 0.078
O 1.22275 5.48202 -0.62027 -0.489 0.039 -0.543
C 0.12598 5.75601 -1.03729 0.662 0.232 0.273
C -0.90219 6.59434 -0.32603 -0.492 -0.175 0.052
C -2.16469 6.27378 -1.09936 -0.527 0.082 0.222
C -1.62923 5.95742 -2.47698 -0.416 0.090 -0.320
O -0.33857 5.37431 -2.25530 0.385 -0.076 0.384
H -0.62570 7.64756 -0.41480 0.107 -0.062 0.107
H -0.98753 6.30578 0.72102 0.286 0.191 -0.040
H -2.89830 7.08103 -1.09727 0.029 -0.111 -0.052
H -2.64056 5.38554 -0.67299 -0.004 0.154 -0.039
H -1.50548 6.85407 -3.09148 0.047 -0.054 0.014
H -2.26492 5.24916 -3.01026 0.272 -0.027 -0.051
O -4.63120 4.98535 1.11782 -0.350 0.019 -0.622
C -5.50975 4.36404 0.58025 0.432 0.385 0.686
C -6.01031 3.00604 0.99612 -0.060 -0.384 -0.351
C -6.79269 2.56911 -0.22478 -0.149 -0.632 -0.064
C -7.25909 3.88515 -0.80268 -0.414 -0.084 -0.305
O -6.22497 4.82435 -0.48160 0.396 0.036 0.244
H -6.65140 3.11585 1.87385 0.150 0.019 0.048
H -5.18219 2.33018 1.20673 -0.028 0.223 0.270
H -7.61149 1.88441 0.00115 0.026 0.083 -0.078
H -6.12185 2.07086 -0.93129 -0.095 0.026 0.049
H -8.19498 4.22901 -0.35248 0.066 0.018 -0.008
H -7.38604 3.83481 -1.88507 0.086 0.238 0.099
```
Forces are in eV/Å.

Computed properties:
SMILES: CCSCC1=C(CCCCC(F)(F)C(F)(F)S(F)(F)(F)(F)F)C(=O)C([C@H](Br)CC)=C(CCN)C1=O.O=C1CCCO1.O=C1CCCO1
E (eV): -159606.990
E_HOMO (eV): -8.471

Mulliken atomic charge list, values in e, 2 entries: -0.88, 0.30

=====

[2]
Below is a structure of composition C28H39ClGeN4O4STc, with properties calculated with ωB97M-V with the def2-TZVPD basis set.

XYZ file:
```
79
Properties=species:S:1:pos:R:3:forces:R:3
Tc 0.68111 -0.77540 0.88325 -0.010 -0.320 -0.608
O 0.84162 -1.78644 2.41006 -0.190 0.180 0.060
C 1.78848 -2.19767 3.27844 0.251 -0.119 0.108
C 1.46400 -3.17992 4.20479 0.034 0.045 -0.078
C 2.43431 -3.59754 5.09827 0.018 -0.016 0.028
C 3.71815 -3.05225 5.07553 0.003 -0.002 -0.007
C 4.03068 -2.07565 4.15522 -0.046 0.013 -0.028
C 3.06739 -1.63484 3.23608 -0.095 -0.046 0.075
C 3.38876 -0.59887 2.30043 -0.030 0.071 -0.058
N 2.58824 -0.13177 1.40112 0.058 -0.185 0.191
N 3.11139 0.89392 0.63406 -0.066 0.088 -0.161
C 2.19752 1.37367 -0.13277 0.224 -0.030 0.022
O 0.96622 0.85469 -0.05574 -0.112 -0.006 0.211
C 2.41589 2.47450 -1.06716 0.021 0.015 0.024
C 3.70143 2.99019 -1.23831 0.002 0.013 0.007
C 3.90277 4.05191 -2.10072 -0.014 -0.014 -0.001
C 2.82903 4.60156 -2.79074 -0.016 0.000 0.000
C 1.55050 4.08504 -2.62648 -0.004 -0.001 -0.014
C 1.34105 3.02021 -1.76796 0.011 -0.025 -0.017
H 0.46124 -3.58363 4.22980 -0.021 0.003 -0.007
H 2.18610 -4.35124 5.83332 -0.001 -0.007 0.003
H 4.46161 -3.38638 5.78492 -0.005 -0.001 0.006
H 5.01778 -1.63193 4.13931 0.013 0.008 -0.007
H 4.37232 -0.14176 2.33816 0.007 0.004 -0.003
H 4.52951 2.55832 -0.69382 -0.004 -0.002 0.011
H 4.89677 4.45411 -2.23651 0.009 0.008 0.004
H 2.99007 5.43626 -3.45954 0.002 -0.002 -0.008
H 0.71855 4.51274 -3.16991 -0.004 0.006 0.000
H 0.34732 2.61188 -1.64002 0.003 -0.008 0.015
C -3.61017 3.02189 -4.34737 -0.039 0.002 -0.006
C -2.42988 3.53757 -3.53582 0.067 0.029 0.006
C -2.56752 3.29625 -2.03237 -0.005 0.044 0.002
C -2.67972 1.80432 -1.69556 0.153 -0.086 0.060
Ge -2.26225 1.36408 0.15025 -0.239 0.060 -0.064
C -3.47944 0.77610 1.55552 0.090 -0.038 -0.055
C -4.85044 1.46725 1.55464 -0.044 -0.033 -0.068
C -4.81350 2.88969 2.09957 -0.009 -0.020 0.064
C -3.89827 3.81087 1.30703 -0.059 0.032 -0.048
H -3.50320 3.27952 -5.39971 0.011 0.003 -0.006
H -4.54647 3.45969 -3.99568 -0.004 0.004 0.006
H -3.70610 1.93639 -4.28881 0.007 -0.009 -0.001
H -2.31563 4.61148 -3.69907 -0.014 0.000 0.000
H -1.50169 3.07479 -3.88935 -0.008 -0.027 -0.003
H -3.44823 3.82722 -1.66559 0.022 -0.018 -0.051
H -1.70805 3.73849 -1.51729 -0.016 0.009 0.002
H -1.91327 1.25315 -2.25567 -0.035 -0.005 -0.014
H -3.64193 1.38613 -1.98124 -0.060 0.009 0.034
H -1.03597 2.11303 0.66628 0.021 -0.025 0.003
H -2.96861 0.93634 2.50902 -0.006 0.015 -0.009
H -3.61037 -0.29906 1.43423 0.013 -0.025 0.008
H -5.53294 0.86338 2.15514 0.012 0.016 0.021
H -5.26708 1.47117 0.54109 0.009 0.005 0.000
H -4.50105 2.86567 3.14702 0.009 0.011 -0.004
H -5.82719 3.29231 2.09605 0.000 0.001 -0.031
H -2.83816 3.57465 1.45587 0.054 -0.024 -0.003
H -4.00826 4.85101 1.61124 0.017 0.000 0.022
H -4.12975 3.77118 0.23911 -0.022 -0.013 0.056
Cl -4.25405 -1.35712 -1.04004 0.005 0.080 0.028
C -2.65074 -2.07119 -1.27512 0.002 -0.099 0.023
C -1.66744 -1.65484 -0.21468 0.014 0.068 -0.077
O -1.13050 -2.44672 0.54581 0.303 0.029 0.086
O -1.22348 -0.41312 -0.17000 -0.073 0.079 0.040
H -2.27140 -1.75315 -2.24584 0.001 0.004 0.019
H -2.74874 -3.15222 -1.24769 -0.010 0.027 0.008
C 3.69047 -4.15839 -2.05455 -0.011 0.017 -0.024
N 2.72879 -4.46277 -1.01067 -0.072 -0.152 0.031
C 2.70005 -5.79938 -0.39589 0.043 0.054 0.009
C 1.54228 -5.69590 0.60925 -0.046 -0.038 -0.013
N 1.26387 -4.25486 0.60567 0.051 0.115 0.049
C 1.90708 -3.64256 -0.38247 -0.005 0.151 -0.115
S 1.75884 -1.98584 -0.86542 -0.104 0.142 0.229
H 4.69939 -4.34597 -1.68619 0.005 0.013 -0.009
H 3.60424 -3.11850 -2.35525 0.008 -0.002 0.006
H 3.50069 -4.79692 -2.91643 0.011 0.018 -0.007
H 3.65954 -5.98754 0.08882 -0.008 -0.016 -0.001
H 2.53894 -6.55859 -1.15890 -0.006 -0.011 0.016
H 1.82442 -6.03463 1.60294 -0.019 0.003 0.003
H 0.66105 -6.24605 0.27993 0.016 -0.013 0.012
H 0.46206 -3.83202 1.04508 -0.071 -0.057 -0.002
```
Forces are in eV/Å.

Computed properties:
E (eV): -125878.852
Total charge: +2
E_HOMO (alpha / beta) (eV): -13.577 / -13.592
Spin multiplicity: 2

Mulliken atomic charge list, values in e, 2 entries: 0.94, -0.45

=====

- Among the records above, which one has the highest E?
  C28H39ClGeN4O4STc

=====

- Which value of E does entry 1 give?
  -159606.990 eV

=====

- Look up the E of the second one.
  -125878.852 eV

=====

- What is the E in the second record?
  -125878.852 eV